{
  "formula": "C2H6O6P",
  "method": "ωB97M-V with the def2-TZVPD basis set",
  "elements": ["C", "O", "H", "O", "H", "H", "H", "O", "O", "H", "O", "P", "C", "O", "H"],
  "positions_angstrom": [[5.21986, 3.44489, 2.20816], [0.45129, -0.27152, 1.24526], [3.30439, 4.16877, 1.38618], [1.14709, 1.62741, 2.66990], [0.26116, -0.57763, 0.31780], [4.65325, 5.33641, 1.22340], [-1.48575, 2.42674, 1.62868], [4.71880, 2.31068, 2.44066], [6.43196, 3.79373, 2.23403], [2.09224, 1.84887, 2.45158], [-1.17374, 1.50224, 1.82358], [0.33166, 1.31436, 1.33783], [4.20348, 4.57335, 1.88071], [0.72782, 2.06811, 0.13865], [3.89862, 5.05703, 2.82396]],
  "homo_energy_ev": -4.0741,
  "molar_mass_g_mol": 157.038,
  "lumo_ev": 2.6,
  "energy_ha": -872.81385,
  "spin_multiplicity": 1,
  "charge": -1,
  "orbital_gap_ev": 6.668
}